Record 1
A gas-phase ion, C28H30N (charge +1) at a distorted geometry, computed with ωB97M-V/def2-TZVPD.

Last column: Löwdin charge in e.
Geometry (Å):
C -5.6889 -3.3142 -1.3520  -0.053
C -4.4248 -2.5180 -1.1312  -0.268
C -4.3759 -1.1636 -1.4973  -0.030
C -3.1967 -0.4314 -1.3401  -0.029
C -2.0422 -1.0470 -0.8359  -0.203
C -0.7358 -0.2307 -0.8230  -0.180
C 0.5411 -1.1084 -0.9373  -0.149
C 1.8033 -0.5766 -0.6232  -0.025
C 2.9518 -1.3528 -0.7008  -0.033
C 2.9048 -2.6508 -1.2004  -0.278
C 4.1709 -3.4440 -1.3095  -0.051
C 1.6767 -3.1523 -1.6312  -0.019
C 0.5202 -2.3752 -1.5480  -0.025
C -2.1461 -2.3426 -0.3043  -0.058
C -3.3055 -3.0966 -0.5223  -0.021
H -5.4799 -4.3901 -1.4071  0.080
H -6.4160 -3.1550 -0.5395  0.090
H -6.1831 -3.0337 -2.2927  0.083
H -5.2708 -0.6889 -1.9056  0.119
H -3.1546 0.6207 -1.6339  0.115
H -0.7689 0.3568 -1.7648  0.152
H 1.9398 0.4630 -0.3189  0.100
H 3.9036 -0.9467 -0.3604  0.118
H 3.9718 -4.5194 -1.3341  0.082
H 4.7189 -3.1901 -2.2268  0.091
H 4.8460 -3.2204 -0.4745  0.082
H 1.6297 -4.1702 -2.0132  0.119
H -0.4033 -2.7777 -1.9684  0.118
H -1.3124 -2.7942 0.2377  0.114
H -3.3429 -4.1459 -0.2124  0.121
C 1.6038 4.9036 -0.6265  -0.142
C 0.1715 4.8828 -1.1536  -0.140
C -0.4468 3.5241 -0.7842  -0.092
N 0.5758 2.8462 0.0317  0.005
C 0.3741 1.6927 0.6716  -0.052
C -0.7574 0.6724 0.3871  -0.158
C -0.7817 -0.1905 1.6820  -0.053
C 0.4281 0.1871 2.4523  -0.144
C 1.0517 1.3309 1.9016  -0.105
C 2.1653 1.8781 2.5625  -0.006
C 2.6970 1.2143 3.6642  -0.045
C 2.1051 0.0386 4.1550  -0.020
C 0.9401 -0.4611 3.5591  0.008
C 1.6579 3.7709 0.3952  -0.132
H 2.3486 4.7336 -1.4093  0.121
H 1.8559 5.8420 -0.1294  0.121
H -0.3918 5.6666 -0.6428  0.118
H 0.1239 5.0746 -2.2244  0.119
H -1.3636 3.6775 -0.1834  0.140
H -0.6994 2.9129 -1.6649  0.133
H -1.7056 1.2573 0.4155  0.160
H -1.6836 0.0915 2.2497  0.152
H -0.8620 -1.2668 1.5246  0.117
H 2.6210 2.8082 2.2296  0.086
H 3.5811 1.6472 4.1413  0.119
H 2.5413 -0.4488 5.0253  0.119
H 0.4359 -1.3452 3.9447  0.129
H 2.6355 3.2643 0.3957  0.134
H 1.4478 4.1911 1.4006  0.146

Lowest unoccupied orbital energy: -4.0 eV
Relative energy (zero: lowest compared OMol25 entry of this formula, charge and spin): 0.000 eV
HOMO-LUMO gap: 7.1 eV
Strongest force on any atom: 1.91 eV/Å
Total charge: +1
SMILES: Cc1ccc(C(c2ccc(C)cc2)[C@H]2Cc3ccccc3C2=[N+]2CCCC2)cc1

Record 2
A molecular structure, C32H30BrIrN8O2S3, computed with ωB97M-V/def2-TZVPD.

Last column: Mulliken spin population.
Geometry (Å):
Ir 1.0215 0.1505 -0.0137  0.604
O 3.2160 -3.1972 -0.2242  0.002
C 2.4520 -3.9144 0.6391  0.001
C 3.1237 -4.8458 1.4294  -0.001
C 2.4289 -5.6449 2.3130  0.000
C 1.0468 -5.5354 2.4145  -0.001
C 0.3877 -4.6052 1.6352  0.001
C 1.0652 -3.7596 0.7550  -0.008
C 0.2747 -2.7731 -0.0912  0.024
O 1.0264 -1.7634 -0.6841  0.013
N -0.7354 -2.1387 0.7437  -0.012
N -1.0744 -0.8671 0.4799  0.046
C -2.2128 -0.4583 0.9045  0.038
C -2.6433 0.9125 0.8596  -0.015
Br -1.2448 2.1299 0.4808  0.061
C -3.8781 1.3698 1.0843  -0.002
C -5.0666 0.5327 1.2936  0.002
C -5.9978 0.9172 2.2600  0.002
C -7.1247 0.1474 2.4899  -0.001
C -7.3474 -1.0000 1.7397  0.001
C -6.4461 -1.3704 0.7530  -0.001
C -5.3100 -0.6088 0.5275  0.000
H 2.6251 -2.5878 -0.7042  0.001
H 4.1953 -4.9341 1.3104  0.000
H 2.9636 -6.3686 2.9133  0.000
H 0.4909 -6.1743 3.0856  0.000
H -0.6940 -4.5632 1.7058  0.000
H -0.2124 -3.2888 -0.9340  0.002
H -1.3971 -2.6961 1.2634  -0.002
H -2.9073 -1.1693 1.3473  0.006
H -4.0256 2.4427 1.1324  -0.001
H -5.8306 1.8175 2.8382  0.000
H -7.8350 0.4461 3.2486  0.000
H -8.2347 -1.5939 1.9116  0.000
H -6.6367 -2.2437 0.1438  0.000
H -4.6376 -0.8735 -0.2790  0.000
S 1.4569 -0.1597 2.2465  0.089
C 3.0491 -0.4124 1.6051  -0.013
N 2.9164 -0.2935 0.3024  0.015
C 4.0943 -0.3449 -0.4247  -0.006
C 4.2455 -0.2325 -1.7985  0.016
C 5.5281 -0.3534 -2.3001  -0.004
C 6.6168 -0.5841 -1.4548  0.009
C 6.4585 -0.7007 -0.0854  -0.005
C 5.1756 -0.5740 0.4279  0.005
S 4.6604 -0.6798 2.1019  -0.007
H 3.3891 -0.0711 -2.4395  0.002
H 5.6898 -0.2781 -3.3665  0.000
H 7.6069 -0.6785 -1.8785  0.000
H 7.3078 -0.8882 0.5567  0.000
C 1.6630 5.9452 1.0408  0.001
N 1.3642 4.5094 1.1078  0.010
C 1.7618 3.9087 2.3819  -0.004
C 1.3040 3.7594 -0.0039  0.013
S 2.2476 2.2830 -0.0746  0.099
N 0.5910 4.1776 -1.0421  -0.002
C -0.4447 5.2049 -0.9252  0.000
C 0.6923 3.6131 -2.3904  0.010
H 2.7213 6.0859 1.2700  0.000
H 1.0669 6.4844 1.7752  0.001
H 1.4679 6.3507 0.0564  0.000
H 1.3175 4.5053 3.1774  0.000
H 2.8471 3.9102 2.4977  0.001
H 1.3956 2.8877 2.4503  -0.005
H -0.7485 5.3092 0.1137  0.000
H -1.2924 4.8790 -1.5261  0.000
H -0.1030 6.1658 -1.3095  0.000
H 1.5766 2.9929 -2.4755  -0.007
H 0.7431 4.4400 -3.0977  0.000
H -0.1963 3.0192 -2.6101  -0.001
N 0.7269 0.4406 -2.0200  0.013
C 0.4621 0.2914 -3.1406  -0.005
C 0.1441 0.3237 -4.4734  0.009
C 0.3729 -0.8149 -5.2843  -0.003
N 0.5654 -1.7627 -5.9090  0.004
C -0.4008 1.5463 -4.9347  -0.002
N -0.8585 2.5696 -5.2062  0.004

Lowest unoccupied orbital energy (spin up / spin down): -3.8 / -5.5 eV
Relative energy (zero: lowest compared OMol25 entry of this formula, charge and spin): 2.107 eV
HOMO-LUMO gap (spin up / spin down): 6.4 / 4.7 eV
⟨S²⟩: 0.76
Spin multiplicity: 2
Strongest force on any atom: 0.73 eV/Å
Total charge: +1